The following is a DFT calculation (wB97M-V/def2-TZVPD) of C2H6N5P as an isolated structure.

Last column: Löwdin charge in e.
Element x y z (Å)
C (0.984, -0.251, -1.560)  -0.211
C (-0.173, 0.665, -1.299)  -0.131
N (1.122, -1.090, -0.376)  0.051
N (0.475, -0.454, 0.528)  -0.295
N (-0.553, -1.640, 2.559)  -0.322
N (-0.277, 0.602, 0.150)  -0.358
N (-1.309, 0.911, 0.884)  -0.049
P (0.177, -0.349, 2.303)  0.812
H (0.886, -0.662, -2.479)  0.063
H (1.997, 0.287, -1.718)  0.143
H (-0.084, 1.745, -1.510)  0.124
H (-1.020, 0.278, -1.953)  0.137
H (-0.847, -1.968, 3.512)  -0.001
H (-1.379, 1.926, 0.958)  0.036

Computed properties:
Orbital gap (alpha / beta): 7.574 / 7.975 eV
E_LUMO (alpha / beta): -0.001 / 0.210 eV
Energy above the lowest of the compared OMol25 structures with the same formula, charge and spin: 3.483 eV
E_HOMO (alpha / beta): -0.2784 / -0.2854 hartree
Total charge: 0

---

The following is a DFT calculation (wB97M-V/def2-TZVPD) of C21H61F3HfN3O14S as an isolated structure.

Last column: Löwdin charge in e.
Element x y z (Å)
Hf (-1.005, 1.161, -3.179)  2.391
C (0.810, -0.862, 0.874)  -0.631
F (1.864, -0.062, 0.885)  0.146
F (0.942, -1.705, -0.114)  0.177
F (0.681, -1.421, 2.072)  0.194
S (-0.712, 0.218, 0.466)  0.646
O (-0.817, 0.543, -0.971)  -0.437
O (-1.857, -0.602, 0.886)  -0.270
O (-0.513, 1.500, 1.111)  -0.252
C (-2.503, -2.485, 3.456)  -0.142
O (-3.263, -1.416, 2.893)  -0.136
H (-2.503, -2.385, 4.541)  0.082
H (-2.892, -3.471, 3.201)  0.083
H (-1.427, -2.412, 3.299)  0.060
H (-2.661, -0.922, 2.332)  -0.017
C (3.233, 1.905, 2.784)  -0.224
O (4.546, 2.196, 2.579)  -0.059
H (2.828, 2.577, 3.540)  0.079
H (2.705, 2.083, 1.847)  0.065
H (2.855, 0.943, 3.131)  0.064
H (4.943, 1.963, 3.421)  0.101
C (-2.617, 4.534, 0.383)  -0.098
O (-1.745, 3.582, -0.254)  -0.189
H (-2.022, 5.261, 0.936)  0.082
H (-3.223, 5.137, -0.293)  0.095
H (-3.150, 4.005, 1.173)  0.084
H (-1.067, 3.269, 0.349)  0.011
C (0.503, 4.851, 2.839)  -0.127
O (-0.004, 4.015, 1.836)  -0.159
H (1.545, 4.737, 3.137)  0.081
H (0.387, 5.861, 2.446)  0.090
H (-0.107, 4.755, 3.737)  0.087
H (0.092, 3.109, 2.141)  0.023
C (-3.246, -2.869, -1.725)  0.036
C (-1.893, -2.248, -2.166)  -0.375
C (-1.046, -3.300, -2.824)  -0.081
O (0.386, -2.916, -2.849)  -0.229
C (1.233, -3.970, -2.708)  -0.087
N (-2.062, -1.030, -2.964)  0.006
H (-2.964, -3.722, -1.107)  0.117
H (-3.836, -3.184, -2.585)  0.107
H (-3.780, -2.163, -1.088)  0.085
H (-1.433, -1.838, -1.267)  0.114
H (-1.297, -3.734, -3.792)  0.159
H (-1.062, -4.199, -2.207)  0.143
H (2.231, -3.610, -2.958)  0.101
H (1.000, -4.838, -3.324)  0.117
H (1.256, -4.301, -1.669)  0.113
H (-2.343, -1.584, -3.761)  0.125
H (-3.015, -0.848, -2.686)  0.034
C (-4.318, 1.297, 0.244)  -0.007
C (-3.937, 0.719, -1.102)  -0.420
C (-5.150, 0.200, -1.808)  -0.180
O (-4.772, -0.229, -3.108)  -0.239
C (-5.837, -0.796, -3.822)  -0.059
N (-3.181, 1.683, -1.925)  0.028
H (-3.548, 1.559, 0.970)  0.092
H (-4.958, 0.580, 0.757)  0.119
H (-5.034, 2.101, 0.075)  0.110
H (-3.270, -0.096, -0.818)  0.090
H (-6.008, 0.868, -1.741)  0.155
H (-5.477, -0.683, -1.260)  0.145
H (-6.794, -0.316, -3.615)  0.114
H (-5.916, -1.863, -3.616)  0.097
H (-5.547, -0.777, -4.872)  0.103
H (-3.116, 2.384, -1.201)  0.057
H (-3.888, 2.222, -2.404)  0.123
C (5.303, -1.855, -2.876)  -0.076
C (5.703, -0.831, -1.792)  -0.382
C (5.417, -1.263, -0.265)  -0.154
O (4.029, -1.471, 0.049)  -0.223
C (3.959, -1.835, 1.488)  -0.063
N (7.127, -0.603, -2.055)  0.039
H (5.867, -2.781, -2.767)  0.091
H (5.555, -1.561, -3.895)  0.083
H (4.239, -2.085, -2.821)  0.031
H (5.141, 0.077, -2.009)  0.108
H (5.940, -0.640, 0.461)  0.129
H (5.908, -2.219, -0.082)  0.120
H (4.026, -0.995, 2.180)  0.085
H (4.778, -2.475, 1.818)  0.096
H (3.133, -2.509, 1.714)  0.085
H (7.585, -1.492, -1.912)  0.080
H (7.287, -0.384, -3.028)  0.077
C (0.629, 0.834, 5.748)  -0.279
C (-0.707, 1.261, 5.312)  -0.257
O (-0.724, 1.842, 4.043)  -0.074
O (1.107, -0.337, 5.229)  -0.018
H (0.513, 0.788, 6.831)  0.141
H (1.313, 1.654, 5.529)  0.121
H (-1.254, 1.927, 5.980)  0.134
H (-1.409, 0.428, 5.281)  0.126
H (-1.644, 2.012, 3.831)  0.092
H (0.828, -0.392, 4.312)  0.058
C (2.309, 1.281, -2.135)  -0.105
C (2.055, -0.145, -2.596)  -0.171
O (0.697, -0.416, -2.875)  -0.181
O (1.053, 2.057, -1.916)  -0.131
H (3.072, 1.782, -2.731)  0.145
H (2.770, 1.234, -1.148)  0.131
H (2.436, -0.746, -1.770)  0.111
H (2.643, -0.508, -3.439)  0.144
H (0.699, -1.376, -2.867)  0.039
H (1.392, 2.780, -1.384)  0.135

Computed properties:
Orbital gap: 1.744 eV
E_LUMO: -13.250 eV
E_HOMO: -0.5510 hartree
Total charge: +3

---

The following is a DFT calculation (wB97M-V/def2-TZVPD) of a 2-piece molecular cluster, C6H14N2O2 overall.

Last column: Löwdin charge in e.
Element x y z (Å)
C (-2.514, 0.238, -0.740)  -0.079
N (-2.097, -0.102, 0.621)  -0.003
C (-1.472, 0.932, 1.265)  -0.589
C (-1.396, 0.906, 2.751)  -0.024
O (-1.168, 1.931, 0.641)  0.037
H (-1.665, 0.714, -1.223)  0.071
H (-2.955, -0.597, -1.222)  0.069
H (-3.254, 1.079, -0.706)  0.103
H (-2.362, -0.989, 1.098)  0.156
H (-0.392, 1.219, 3.130)  0.099
H (-2.262, 1.422, 3.215)  0.097
H (-1.545, 0.036, 3.407)  0.071
C (2.105, 1.210, -1.513)  -0.073
N (1.536, -0.035, -0.926)  -0.017
C (2.464, -1.083, -0.862)  -0.512
C (1.801, -2.422, -0.609)  0.002
O (3.607, -0.791, -1.176)  0.028
H (1.626, 1.275, -2.525)  0.087
H (1.600, 2.073, -0.830)  0.122
H (3.138, 1.345, -1.473)  0.041
H (0.619, -0.027, -0.439)  0.112
H (0.740, -2.342, -0.408)  0.061
H (1.678, -2.931, -1.583)  0.099
H (2.166, -3.061, 0.105)  0.044

Computed properties:
Orbital gap: 9.705 eV
E_LUMO: 0.500 eV
Energy above the lowest of the compared OMol25 structures with the same formula, charge and spin: 2.176 eV
E_HOMO: -0.3383 hartree
Total charge: 0
SMILES: CNC(C)=O.CNC(C)=O

---

The following is a DFT calculation (wB97M-V/def2-TZVPD) of C29H59CuO28 as an isolated structure.

Last column: Löwdin charge in e.
Element x y z (Å)
Cu (-0.126, -2.599, -1.340)  0.445
C (1.230, 0.903, -0.640)  -0.077
C (0.976, -0.121, 0.494)  -0.455
O (-0.086, -0.965, 0.241)  -0.329
H (1.332, 0.455, -1.630)  0.035
H (2.201, 1.400, -0.499)  0.050
H (0.479, 1.691, -0.619)  0.045
H (0.717, 0.451, 1.399)  0.070
H (1.882, -0.695, 0.765)  0.075
C (-0.125, 4.401, -2.417)  -0.052
O (-0.885, 3.876, -1.359)  -0.022
C (-2.043, 4.480, -1.075)  -0.610
O (-2.515, 5.416, -1.645)  0.159
O (-2.505, 4.045, 0.103)  0.020
C (-2.434, 2.678, 0.446)  -0.059
H (-0.716, 4.488, -3.336)  0.091
H (0.761, 3.826, -2.669)  0.093
H (0.159, 5.441, -2.245)  0.091
H (-2.865, 2.437, 1.422)  0.085
H (-1.403, 2.355, 0.589)  0.071
H (-3.050, 2.045, -0.190)  0.088
C (-0.520, -7.340, -0.553)  -0.050
O (0.469, -6.795, 0.284)  0.023
C (0.609, -5.483, 0.305)  -0.595
O (-0.146, -4.719, -0.240)  0.109
O (1.567, -5.208, 1.179)  0.040
C (1.922, -3.847, 1.417)  -0.022
H (-0.650, -6.830, -1.510)  0.093
H (-1.499, -7.233, -0.075)  0.102
H (-0.312, -8.390, -0.731)  0.097
H (1.128, -3.367, 1.983)  0.084
H (2.206, -3.212, 0.578)  0.073
H (2.819, -3.863, 2.032)  0.091
C (-1.760, 2.350, -6.317)  -0.034
O (-2.952, 1.659, -5.970)  0.006
C (-3.242, 1.225, -4.740)  -0.611
O (-4.255, 0.643, -4.532)  0.159
O (-2.244, 1.511, -3.888)  -0.015
C (-2.184, 0.744, -2.696)  -0.033
H (-1.976, 2.919, -7.213)  0.097
H (-1.019, 1.565, -6.515)  0.092
H (-1.274, 2.913, -5.520)  0.083
H (-2.300, -0.314, -2.891)  0.077
H (-2.927, 1.155, -2.007)  0.088
H (-1.311, 0.903, -2.062)  0.085
C (-3.110, -0.568, 1.724)  -0.026
O (-4.396, 0.037, 1.932)  0.012
C (-5.448, -0.694, 2.267)  -0.628
O (-6.501, -0.182, 2.571)  0.123
O (-5.201, -1.982, 2.310)  -0.003
C (-6.238, -2.888, 2.603)  -0.045
H (-2.419, 0.267, 1.767)  0.068
H (-3.067, -1.038, 0.743)  0.096
H (-2.823, -1.317, 2.458)  0.093
H (-7.166, -2.548, 2.136)  0.097
H (-6.478, -3.027, 3.656)  0.099
H (-6.085, -3.870, 2.159)  0.092
C (3.403, 1.192, 3.579)  -0.001
O (2.025, 1.612, 3.665)  -0.038
C (1.795, 2.815, 4.162)  -0.634
O (2.561, 3.457, 4.826)  0.136
O (0.564, 3.282, 3.954)  0.016
C (-0.451, 2.545, 3.266)  -0.024
H (3.790, 1.870, 2.817)  0.078
H (3.499, 0.197, 3.151)  0.090
H (3.965, 1.253, 4.505)  0.100
H (-1.345, 3.160, 3.247)  0.099
H (-0.664, 1.577, 3.716)  0.081
H (-0.075, 2.379, 2.258)  0.073
C (1.447, -2.906, 7.578)  -0.040
O (2.087, -3.129, 6.339)  0.026
C (1.791, -2.546, 5.211)  -0.609
O (2.426, -2.670, 4.198)  0.124
O (0.698, -1.772, 5.305)  -0.005
C (0.214, -1.170, 4.112)  -0.029
H (0.496, -3.401, 7.751)  0.099
H (1.411, -1.827, 7.750)  0.100
H (2.162, -3.195, 8.349)  0.095
H (-0.748, -0.687, 4.262)  0.088
H (0.047, -1.873, 3.296)  0.088
H (0.935, -0.422, 3.790)  0.074
C (-0.157, 7.231, 0.850)  -0.023
O (0.636, 6.192, 1.381)  0.012
C (1.623, 5.647, 0.694)  -0.613
O (1.939, 5.988, -0.418)  0.115
O (2.217, 4.755, 1.473)  0.011
C (3.396, 4.140, 0.984)  -0.027
H (-0.676, 7.761, 1.646)  0.098
H (-0.969, 6.776, 0.275)  0.088
H (0.426, 7.901, 0.221)  0.100
H (3.112, 3.261, 0.406)  0.082
H (4.023, 3.903, 1.842)  0.089
H (3.980, 4.851, 0.396)  0.099
C (2.514, -4.838, -3.624)  -0.013
O (3.426, -3.785, -3.334)  0.024
C (3.132, -2.891, -2.403)  -0.581
O (2.155, -2.817, -1.707)  0.097
O (4.179, -2.077, -2.342)  0.031
C (4.183, -1.095, -1.325)  -0.034
H (2.888, -5.387, -4.480)  0.100
H (1.517, -4.433, -3.808)  0.092
H (2.431, -5.486, -2.749)  0.100
H (5.109, -1.154, -0.755)  0.101
H (3.323, -1.127, -0.655)  0.065
H (4.125, -0.077, -1.721)  0.092
C (-2.131, -2.402, -4.935)  0.009
O (-0.911, -1.750, -5.305)  0.018
C (-0.103, -1.183, -4.434)  -0.602
O (-0.215, -1.233, -3.226)  0.074
O (0.819, -0.501, -5.067)  0.030
C (1.576, 0.482, -4.371)  -0.011
H (-2.577, -2.767, -5.853)  0.104
H (-2.806, -1.713, -4.430)  0.084
H (-1.841, -3.209, -4.260)  0.095
H (2.228, 0.973, -5.084)  0.104
H (2.220, -0.024, -3.645)  0.082
H (0.980, 1.164, -3.766)  0.090

Computed properties:
Orbital gap: 7.375 eV
E_LUMO: -0.097 eV
Energy above the lowest of the compared OMol25 structures with the same formula, charge and spin: 0.000 eV
E_HOMO: -0.2746 hartree
Total charge: 0

---

The following is a DFT calculation (wB97M-V/def2-TZVPD) of a 2-piece molecular cluster, C3H9N2 overall.

Last column: Löwdin charge in e.
Element x y z (Å)
C (-1.006, -0.327, 1.788)  0.138
C (0.181, -0.162, -0.158)  -0.107
C (1.104, 1.886, -1.210)  -0.114
N (0.806, 0.516, -1.112)  -0.022
N (-0.149, -1.511, -0.654)  0.138
H (-1.875, 0.302, 1.338)  0.072
H (-0.209, 0.195, 2.434)  0.066
H (-1.180, -1.403, 1.872)  0.019
H (0.323, 2.154, -2.024)  0.136
H (0.912, 2.365, -0.256)  0.081
H (2.119, 2.136, -1.528)  0.095
H (-0.203, -1.488, -1.668)  0.154
H (-1.089, -1.734, -0.258)  0.142
H (0.325, -2.401, -0.306)  0.202

Computed properties:
Orbital gap (alpha / beta): 9.118 / 9.120 eV
E_LUMO (alpha / beta): -4.633 / -4.631 eV
Energy above the lowest of the compared OMol25 structures with the same formula, charge and spin: 5.123 eV
E_HOMO (alpha / beta): -0.5053 / -0.5053 hartree
Total charge: +1

---

The following is a DFT calculation (wB97M-V/def2-TZVPD) of C39H37BrMnNOP2S as an isolated structure.

Last column: Löwdin charge in e.
Element x y z (Å)
Mn (1.728, -0.543, 0.818)  0.688
Br (3.288, -2.076, 1.898)  1.027
C (4.903, -1.157, 1.445)  -0.525
C (6.092, -1.579, 1.946)  -0.081
C (7.246, -0.858, 1.579)  -0.037
C (7.140, 0.206, 0.731)  0.005
C (5.891, 0.627, 0.217)  -0.145
C (5.786, 1.711, -0.684)  0.011
C (4.565, 2.094, -1.153)  -0.030
C (3.397, 1.436, -0.731)  -0.133
C (3.413, 0.367, 0.142)  -0.199
C (4.706, -0.058, 0.597)  -0.230
H (6.161, -2.430, 2.610)  0.120
H (8.205, -1.162, 1.973)  0.123
H (8.028, 0.755, 0.440)  0.130
H (6.683, 2.227, -1.003)  0.132
H (4.482, 2.909, -1.861)  0.124
H (2.464, 1.808, -1.126)  0.061
C (-1.758, 1.632, 1.571)  -0.153
N (-1.508, 0.922, 0.281)  -0.474
P (0.129, 1.025, -0.203)  0.997
C (0.055, 0.811, -2.002)  -0.349
C (1.161, 0.252, -2.650)  -0.111
C (1.177, 0.128, -4.030)  -0.049
C (0.073, 0.525, -4.768)  -0.041
C (-1.049, 1.031, -4.123)  -0.042
C (-1.059, 1.184, -2.747)  -0.093
C (0.444, 2.789, 0.077)  -0.370
C (1.382, 3.171, 1.038)  -0.106
C (1.678, 4.511, 1.229)  -0.050
C (1.020, 5.475, 0.479)  -0.042
C (0.067, 5.098, -0.462)  -0.043
C (-0.215, 3.760, -0.673)  -0.066
P (-2.477, -0.553, 0.297)  1.045
C (-4.137, 0.162, 0.153)  -0.420
C (-5.184, -0.697, 0.487)  -0.107
C (-6.497, -0.259, 0.408)  -0.059
C (-6.766, 1.046, 0.015)  -0.059
C (-5.726, 1.908, -0.301)  -0.060
C (-4.410, 1.472, -0.231)  -0.097
C (-2.259, -1.380, -1.325)  -0.368
C (-3.290, -1.335, -2.267)  -0.080
C (-3.206, -2.064, -3.447)  -0.054
C (-2.096, -2.854, -3.700)  -0.059
C (-1.063, -2.905, -2.776)  -0.069
C (-1.154, -2.188, -1.594)  -0.128
H (-1.700, 2.706, 1.423)  0.085
H (-1.044, 1.348, 2.350)  0.081
H (-2.757, 1.395, 1.927)  0.071
H (2.001, -0.104, -2.070)  0.073
H (2.046, -0.289, -4.523)  0.118
H (0.077, 0.420, -5.845)  0.119
H (-1.925, 1.303, -4.698)  0.121
H (-1.945, 1.569, -2.256)  0.098
H (1.879, 2.416, 1.632)  0.093
H (2.423, 4.806, 1.957)  0.118
H (1.252, 6.522, 0.623)  0.119
H (-0.454, 5.855, -1.033)  0.119
H (-0.945, 3.476, -1.420)  0.104
H (-4.964, -1.712, 0.804)  0.106
H (-7.309, -0.928, 0.661)  0.114
H (-7.789, 1.393, -0.039)  0.115
H (-5.940, 2.924, -0.608)  0.113
H (-3.598, 2.147, -0.477)  0.094
H (-4.164, -0.727, -2.083)  0.102
H (-4.015, -2.013, -4.164)  0.116
H (-2.037, -3.435, -4.612)  0.115
H (-0.186, -3.509, -2.978)  0.112
H (-0.329, -2.254, -0.895)  0.071
O (0.331, -1.489, 1.817)  -0.748
S (-0.489, -2.749, 2.185)  1.002
C (0.606, -4.053, 2.810)  -0.336
C (-0.402, -4.844, 3.637)  -0.220
C (-1.145, -3.831, 4.536)  -0.192
C (-1.101, -2.448, 3.860)  -0.282
H (1.396, -3.621, 3.424)  0.075
H (1.022, -4.609, 1.971)  0.102
H (0.094, -5.616, 4.221)  0.129
H (-1.103, -5.344, 2.965)  0.121
H (-0.665, -3.769, 5.511)  0.122
H (-2.170, -4.153, 4.701)  0.120
H (-0.390, -1.762, 4.323)  0.107
H (-2.071, -1.961, 3.790)  0.095

Computed properties:
Orbital gap (alpha / beta): 5.273 / 6.453 eV
Multiplicity: 5
E_LUMO (alpha / beta): -7.474 / -6.339 eV
E_HOMO (alpha / beta): -0.4684 / -0.4701 hartree
Total charge: +2
⟨S²⟩: 6.25